1.
Density functional theory data (wB97M-V/def2-TZVPD) for a single C15H11N3S molecule in a non-equilibrium geometry.

Structure (XYZ):
```
30
Properties=species:S:1:pos:R:3:forces:R:3
N -0.52017 4.52523 0.09638 0.3 -0.9 0.0
C -0.40810 3.43462 -0.27980 -0.8 2.1 -0.9
N -0.29680 1.15347 -0.05952 0.8 0.2 -1.3
S -0.36766 0.17284 -2.48690 -0.3 0.7 0.2
C -0.21325 0.08823 -0.75544 -0.7 -1.7 0.0
C -0.41433 2.18224 -0.94516 -0.5 0.7 -0.4
C -0.63796 1.88019 -2.30956 0.9 1.2 2.1
C 2.06742 -1.93375 3.33770 -3.1 -1.2 -1.1
C -1.59986 -3.20147 0.54340 0.5 -1.0 2.6
C 2.35690 -0.90445 2.46256 0.4 0.3 -1.0
C -1.37971 -2.10563 -0.30125 2.2 1.1 -0.2
C 0.91473 -2.75119 3.12529 3.0 2.1 0.1
C -0.89645 -3.40297 1.74280 -0.9 2.1 -3.3
C 1.65935 -0.74040 1.28292 2.0 1.9 0.8
C -0.35902 -1.15441 -0.07427 0.3 -4.7 2.4
C 0.18948 -2.55376 1.96162 0.5 0.3 0.1
C 0.57829 -1.51469 1.04909 -3.7 -0.1 -2.0
N -0.88811 2.74203 -3.32442 -0.6 -0.9 -0.3
C -0.45457 4.10798 -3.49637 0.2 0.1 2.5
H 2.62983 -2.12502 4.17679 1.3 -0.1 1.9
H -2.38931 -3.91287 0.42899 -0.6 0.0 -0.8
H 3.12569 -0.16877 2.61365 0.5 -0.2 0.5
H -1.88243 -2.05115 -1.23571 -0.9 0.3 -0.4
H 0.63254 -3.48155 3.85015 -0.1 -0.5 0.2
H -1.18798 -4.04041 2.52551 -0.4 -1.1 0.5
H 1.98650 0.10244 0.62561 -0.7 -1.0 0.5
H -1.26865 2.27213 -4.11511 -0.2 0.1 -0.6
H -1.08902 4.89235 -3.05664 -0.5 -0.5 -0.4
H -0.31444 4.26771 -4.52998 0.5 0.4 -1.0
H 0.42708 4.22105 -2.85233 0.4 0.1 -0.8
```
Forces are in eV/Å.

Its SMILES is CNc1sc(-c2cccc3ccccc23)nc1C#N. As for the total charge: 0. The calculation puts the gap between HOMO and LUMO at 0.281 Ha. For the HOMO energy, the calculation gives -7.706 eV.

---

2.
Density functional theory data (wB97M-V/def2-TZVPD) for a molecular structure, C11H20Cl2NO5Sn.

Structure (XYZ):
```
40
Properties=species:S:1:pos:R:3:forces:R:3
Sn 0.45614 0.97139 0.68967 0.1 -0.2 0.0
C -4.54000 0.63818 -3.76706 -0.3 0.0 0.1
O -3.46795 0.09921 -3.01901 0.2 -0.2 0.0
C -3.54592 -1.21611 -2.56055 -0.1 0.2 -0.5
C -3.39910 -1.22429 -1.00293 0.1 0.1 0.8
O -2.15589 -0.85498 -0.48692 -0.1 0.0 -0.4
C -1.17481 -1.88497 -0.34236 0.0 -0.1 -0.2
C -0.03439 -1.73897 -1.32356 0.1 0.1 0.1
O 0.78201 -0.56172 -1.09289 0.0 0.1 0.2
C 1.95673 -0.59880 -1.96348 -0.1 0.0 0.1
H -5.32646 0.91598 -3.03664 0.1 0.0 0.0
H -4.18131 1.53434 -4.26373 0.0 0.0 0.0
H -4.96679 -0.11582 -4.43328 0.1 0.0 0.0
H -4.48252 -1.68366 -2.86455 0.0 -0.1 0.1
H -2.68734 -1.73853 -3.00381 0.0 0.0 0.1
H -4.14095 -0.53465 -0.60045 0.0 0.0 0.0
H -3.67701 -2.24039 -0.70630 0.0 -0.1 -0.1
H -0.82380 -1.87352 0.69383 0.0 0.1 0.0
H -1.60737 -2.87621 -0.50312 -0.1 0.0 0.0
H 0.60590 -2.61978 -1.23690 0.0 0.0 0.0
H -0.39726 -1.67850 -2.35073 0.0 0.0 0.0
H 2.57041 -1.45606 -1.69244 0.0 0.0 0.0
H 1.62689 -0.68683 -2.99688 0.0 0.0 0.0
H 2.50230 0.32818 -1.83222 0.0 0.0 0.0
Cl 0.81537 0.19351 3.89452 -0.1 0.0 0.1
C 2.36725 -0.50086 3.49006 0.0 0.0 -0.1
Cl 2.75435 -0.18242 1.73818 0.1 -0.1 -0.1
H 2.34688 -1.57764 3.60673 0.0 0.0 0.0
H 3.16070 -0.03323 4.06081 0.0 0.0 0.0
O 1.95907 2.13293 -0.37341 0.1 0.1 -0.1
C 2.32295 3.12096 0.31681 -0.1 -0.1 0.0
C 3.26736 4.20185 -0.09634 0.0 -0.1 0.0
C 3.22630 5.16857 1.08758 0.0 0.1 0.1
C 2.32940 4.38312 2.06646 0.0 -0.3 -0.2
O 2.11934 4.82476 3.19797 0.0 0.1 0.1
N 1.83414 3.24266 1.56859 0.0 0.2 0.1
H 2.95987 4.65561 -1.03854 0.0 0.0 0.0
H 4.25811 3.76717 -0.24758 0.0 0.0 0.0
H 2.72697 6.11400 0.87075 0.0 0.0 0.0
H 4.18614 5.39051 1.55083 0.0 0.0 0.0
```
Forces are in eV/Å.

As for the total charge: +3. The calculation puts the gap between HOMO and LUMO (spin up / spin down) at 0.258 / 0.229 Ha. For the HOMO energy (spin up / spin down), the calculation gives -19.515 / -19.511 eV. The energy above the lowest of the compared OMol25 structures with the same formula, charge and spin is 114.1 kJ/mol.

---

3.
Density functional theory data (wB97M-V/def2-TZVPD) for a molecular structure, C2H16B3Be2Cl4 in a non-equilibrium geometry.

Structure (XYZ):
```
27
Properties=species:S:1:pos:R:3:forces:R:3
Be 0.73962 1.53962 -0.29854 0.2 -1.4 1.2
Be 2.56311 -1.81285 1.31314 -2.3 3.9 -1.6
B 0.17791 -0.61560 1.49204 0.9 -2.4 0.3
H -0.21834 0.34940 1.21634 -1.0 5.0 -1.8
H 0.54016 -1.09650 0.59663 1.4 -2.3 -3.7
H 0.98247 -0.39741 2.17711 3.5 0.7 3.6
H -0.58098 -1.25268 1.91917 -2.7 -1.8 1.5
B 2.90231 0.31298 0.02494 -2.1 -0.5 0.7
H 2.15740 -0.26713 -0.49739 -2.9 -2.1 -2.4
H 3.03895 1.29499 -0.40075 1.1 4.0 -1.8
H 2.48572 0.46262 1.00897 -1.4 0.7 4.2
H 3.81657 -0.25891 0.06104 4.1 -2.3 -0.1
B -1.07539 3.51521 0.21317 0.1 -1.8 -2.0
H -1.53419 3.10943 -0.67513 -1.9 -0.4 -4.1
H -1.62001 4.37943 0.56066 -3.2 2.7 2.0
H -1.03660 2.76491 0.98763 0.3 -2.4 5.0
H -0.05995 3.81917 0.01135 5.5 0.0 -1.2
C 0.46975 -2.00819 -2.77502 0.3 -0.3 -0.3
Cl -0.21079 -0.44778 -2.31612 -0.5 1.1 -0.3
Cl 1.05176 -2.78660 -1.34307 0.9 -1.3 1.1
H -0.31946 -2.68173 -3.10906 -0.2 0.5 -0.3
H 1.27412 -1.93831 -3.50727 -0.2 0.4 0.1
C -3.16599 -1.21772 0.78154 0.2 -1.1 -0.4
Cl -2.25208 -2.48192 -0.15575 -0.7 1.1 0.7
Cl -2.89662 0.46542 0.28560 0.1 0.1 -0.1
H -4.22302 -1.38959 0.57844 0.0 0.1 -0.2
H -3.00642 -1.36034 1.85033 0.3 0.2 -0.2
```
Forces are in eV/Å.

As for the total charge: +2. The calculation puts the gap between HOMO and LUMO (spin up / spin down) at 0.199 / 0.147 Ha. For the HOMO energy (spin up / spin down), the calculation gives -17.228 / -16.789 eV. As for the spin multiplicity: 2.

---

> The highest total charge belongs to which entry?

C11H20Cl2NO5Sn